{
  "formula": "C3H6N2O2",
  "method": "ωB97M-V with the def2-TZVPD basis set",
  "homo_lumo_gap_ev": 10.94,
  "e_homo_ev": -10.30,
  "lumo_ev": 0.6,
  "mol_weight_g_mol": 102.09,
  "smiles": "CNN(C=O)C=O",
  "largest_force_ev_per_a": 5.8,
  "de_lowest_kj_mol": 343.8,
  "symbols": ["C", "C", "C", "N", "N", "O", "O", "H", "H", "H", "H", "H", "H"],
  "xyz": [[-1.209, -1.117, -0.629], [0.491, 0.345, -1.598], [0.421, 0.800, 1.355], [0.813, -0.458, 0.834], [0.003, -0.552, -0.638], [-1.694, -1.613, 0.343], [1.491, 0.978, -1.571], [-1.538, -1.050, -1.629], [-0.160, 0.392, -2.443], [-0.639, 0.826, 1.781], [1.169, 1.026, 2.113], [0.611, 1.622, 0.647], [0.239, -1.199, 1.434]]
}

---

{
  "formula": "C19H52O7",
  "method": "ωB97M-V with the def2-TZVPD basis set",
  "homo_lumo_gap_ev": 10.59,
  "e_homo_ev": -10.15,
  "lumo_ev": 0.4,
  "mol_weight_g_mol": 392.62,
  "smiles": "CC(C)O.CC(C)O.CC(C)O.CC(C)O.CC(C)O.CCO.CCO",
  "largest_force_ev_per_a": 1.9,
  "de_lowest_kj_mol": 144.9,
  "symbols": ["C", "C", "O", "H", "H", "H", "H", "H", "H", "C", "C", "O", "H", "H", "H", "H", "H", "H", "C", "C", "C", "O", "H", "H", "H", "H", "H", "H", "H", "H", "C", "C", "C", "O", "H", "H", "H", "H", "H", "H", "H", "H", "C", "C", "C", "O", "H", "H", "H", "H", "H", "H", "H", "H", "C", "C", "C", "O", "H", "H", "H", "H", "H", "H", "H", "H", "C", "C", "C", "O", "H", "H", "H", "H", "H", "H", "H", "H"],
  "xyz": [[0.275, -9.367, 23.083], [0.903, -8.043, 22.684], [2.155, -8.388, 22.064], [0.090, -9.883, 22.138], [-0.704, -9.168, 23.530], [0.853, -10.024, 23.727], [1.152, -7.429, 23.554], [0.265, -7.516, 21.974], [2.801, -7.687, 22.170], [2.980, -9.487, 30.705], [4.271, -10.261, 30.739], [5.063, -9.756, 31.815], [3.195, -8.439, 30.489], [2.427, -9.527, 31.644], [2.320, -9.919, 29.950], [4.785, -10.151, 29.780], [4.053, -11.315, 30.953], [5.913, -10.202, 31.830], [-3.583, -6.717, 24.359], [-4.660, -6.400, 25.382], [-4.511, -5.004, 25.974], [-5.965, -6.469, 24.753], [-3.304, -5.823, 23.798], [-3.946, -7.445, 23.635], [-2.722, -7.131, 24.885], [-4.711, -7.110, 26.205], [-5.314, -4.746, 26.667], [-4.557, -4.247, 25.182], [-3.568, -4.855, 26.508], [-6.019, -5.719, 24.151], [2.858, -3.504, 25.210], [3.470, -2.367, 24.412], [3.558, -1.068, 25.210], [4.793, -2.813, 24.085], [2.049, -3.182, 25.870], [3.617, -3.986, 25.828], [2.430, -4.312, 24.613], [2.862, -2.162, 23.525], [3.767, -0.251, 24.518], [4.285, -1.126, 26.017], [2.590, -0.843, 25.670], [5.167, -2.227, 23.419], [-2.165, -4.539, 32.224], [-2.110, -5.041, 30.779], [-2.272, -3.867, 29.802], [-0.850, -5.667, 30.542], [-1.945, -5.382, 32.884], [-3.152, -4.153, 32.479], [-1.417, -3.770, 32.423], [-2.924, -5.740, 30.608], [-3.148, -3.261, 30.046], [-2.399, -4.253, 28.787], [-1.407, -3.203, 29.786], [-0.149, -5.046, 30.759], [0.442, -5.879, 26.236], [-0.312, -7.146, 26.625], [0.626, -8.261, 27.077], [-1.244, -6.905, 27.662], [1.175, -5.693, 27.020], [-0.230, -5.041, 26.056], [0.930, -6.063, 25.277], [-0.908, -7.557, 25.809], [0.044, -9.184, 27.175], [0.972, -8.068, 28.097], [1.468, -8.542, 26.441], [-0.890, -6.402, 28.406], [-0.153, -14.191, 30.738], [-0.377, -13.351, 29.503], [-0.373, -11.852, 29.832], [0.735, -13.646, 28.616], [0.634, -13.763, 31.362], [0.081, -15.222, 30.485], [-1.028, -14.194, 31.397], [-1.298, -13.614, 28.977], [0.576, -11.594, 30.305], [-1.225, -11.647, 30.478], [-0.384, -11.264, 28.910], [0.874, -12.854, 28.088]]
}

---

{
  "formula": "C47H56FN5O3P2PbSi2",
  "method": "ωB97M-V with the def2-TZVPD basis set",
  "homo_lumo_gap_ev": 3.28,
  "e_homo_ev": -5.17,
  "lumo_ev": -1.9,
  "mol_weight_g_mol": 1083.32,
  "largest_force_ev_per_a": 0.6,
  "de_lowest_kj_mol": 284.6,
  "symbols": ["Pb", "C", "Si", "C", "C", "N", "P", "C", "P", "N", "Si", "C", "C", "C", "C", "C", "C", "C", "C", "C", "C", "C", "C", "C", "C", "C", "C", "C", "C", "C", "C", "C", "C", "C", "C", "C", "C", "C", "H", "H", "H", "H", "H", "H", "H", "H", "H", "H", "H", "H", "H", "H", "H", "H", "H", "H", "H", "H", "H", "H", "H", "H", "H", "H", "H", "H", "H", "H", "H", "H", "H", "H", "H", "H", "H", "H", "C", "C", "N", "C", "C", "C", "O", "O", "C", "O", "C", "C", "C", "F", "C", "C", "C", "N", "C", "C", "N", "C", "C", "H", "H", "H", "H", "H", "H", "H", "H", "H", "H", "H", "H", "H", "H", "H", "H", "H", "H"],
  "xyz": [[0.349, -0.286, -1.337], [3.275, 1.663, -2.570], [3.328, 1.927, -0.713], [3.138, 3.781, -0.471], [5.028, 1.386, -0.107], [2.082, 1.011, -0.013], [1.593, 0.292, 1.322], [0.094, -0.423, 1.038], [-1.494, -0.049, 1.400], [-1.542, 0.924, -1.363], [-2.942, 3.155, -1.030], [-1.937, 4.758, -0.785], [-4.557, 3.871, -0.214], [-3.590, 2.912, -2.794], [-1.787, 1.299, 2.582], [-2.341, 1.140, 3.848], [-2.482, 2.228, 4.697], [-2.061, 3.485, 4.292], [-1.502, 3.652, 3.031], [-1.373, 2.569, 2.177], [-2.429, -1.464, 2.090], [-3.793, -1.360, 2.381], [-4.538, -2.485, 2.695], [-3.934, -3.739, 2.716], [-2.581, -3.852, 2.429], [-1.835, -2.723, 2.118], [1.720, 1.316, 2.822], [1.029, 0.974, 3.978], [1.159, 1.725, 5.136], [2.004, 2.826, 5.155], [2.728, 3.157, 4.018], [2.588, 2.402, 2.863], [2.841, -1.011, 1.708], [3.780, -0.917, 2.727], [4.747, -1.901, 2.901], [4.789, -2.996, 2.055], [3.848, -3.107, 1.037], [2.886, -2.128, 0.872], [3.988, 2.310, -3.084], [3.511, 0.628, -2.830], [2.282, 1.887, -2.968], [3.816, 4.310, -1.144], [2.117, 4.080, -0.719], [3.344, 4.125, 0.544], [5.806, 1.738, -0.790], [5.271, 1.766, 0.887], [5.081, 0.296, -0.062], [-1.806, 4.964, 0.279], [-0.952, 4.729, -1.250], [-2.501, 5.600, -1.193], [-4.366, 4.322, 0.765], [-4.965, 4.661, -0.853], [-5.338, 3.118, -0.075], [-2.920, 2.296, -3.394], [-4.580, 2.448, -2.785], [-3.703, 3.882, -3.285], [-2.646, 0.158, 4.189], [-2.911, 2.090, 5.682], [-2.165, 4.333, 4.956], [-1.168, 4.629, 2.708], [-0.933, 2.703, 1.194], [-4.273, -0.388, 2.350], [-5.591, -2.380, 2.934], [-4.512, -4.619, 2.976], [-2.098, -4.822, 2.453], [-0.780, -2.791, 1.873], [0.392, 0.099, 3.981], [0.593, 1.451, 6.016], [2.103, 3.420, 6.055], [3.400, 4.006, 4.029], [3.161, 2.670, 1.987], [3.767, -0.069, 3.401], [5.468, -1.805, 3.703], [5.545, -3.760, 2.186], [3.866, -3.961, 0.371], [2.146, -2.236, 0.087], [-7.645, -1.166, -1.869], [-6.987, -1.295, -0.506], [-5.561, -1.585, -0.605], [-4.690, -0.533, -0.599], [-3.346, -0.628, -0.728], [-2.533, 0.601, -0.461], [-3.298, 1.638, -0.098], [-1.338, 2.312, -1.249], [-2.756, -1.913, -0.974], [-1.549, -2.119, -1.135], [-3.699, -3.047, -0.947], [-3.175, -4.337, -1.043], [-4.002, -5.418, -0.957], [-3.480, -6.672, -0.978], [-5.385, -5.264, -0.811], [-5.910, -3.990, -0.732], [-5.075, -2.860, -0.758], [-6.288, -6.368, -0.702], [-6.787, -6.664, 0.632], [-8.244, -7.137, 0.484], [-8.423, -7.555, -0.952], [-7.299, -8.455, -1.376], [-6.016, -7.598, -1.426], [-8.709, -0.952, -1.761], [-7.534, -2.084, -2.449], [-7.189, -0.356, -2.436], [-7.462, -2.068, 0.100], [-7.075, -0.370, 0.062], [-5.119, 0.443, -0.412], [-2.104, -4.455, -1.145], [-6.983, -3.885, -0.657], [-6.751, -5.770, 1.249], [-6.180, -7.435, 1.126], [-8.968, -6.346, 0.671], [-8.482, -8.001, 1.102], [-8.338, -6.697, -1.507], [-9.337, -7.973, -1.113], [-7.555, -8.894, -2.338], [-7.249, -9.244, -0.628], [-5.758, -7.354, -2.456], [-5.196, -8.183, -1.001]]
}

---

{
  "formula": "C3H6N2O",
  "method": "ωB97M-V with the def2-TZVPD basis set",
  "homo_lumo_gap_ev": 9.52,
  "e_homo_ev": -8.97,
  "lumo_ev": 0.6,
  "mol_weight_g_mol": 86.09,
  "smiles": "c1c[nH]cn1.O",
  "largest_force_ev_per_a": 0.6,
  "de_lowest_kj_mol": 98.8,
  "symbols": ["C", "C", "N", "C", "N", "H", "H", "H", "H", "H", "H", "O"],
  "xyz": [[0.411, 0.195, -1.665], [-0.760, 0.888, -1.738], [-1.718, 0.330, -0.927], [-1.120, -0.675, -0.345], [0.151, -0.839, -0.789], [1.407, 0.446, -1.994], [-0.870, 1.773, -2.347], [-1.519, -1.231, 0.483], [0.813, -1.472, -0.375], [1.077, 0.636, 3.896], [1.267, 0.060, 2.475], [0.861, -0.112, 3.326]]
}

---

{
  "formula": "C28H52CoN2O2Si2",
  "method": "ωB97M-V with the def2-TZVPD basis set",
  "homo_lumo_gap_ev": [6.28, 5.64],
  "total_charge": 1,
  "e_homo_ev": [-10.28, -11.68],
  "lumo_ev": [-4.0, -6.0],
  "mol_weight_g_mol": 563.84,
  "largest_force_ev_per_a": 3.6,
  "de_lowest_kj_mol": 31.3,
  "spin_multiplicity": 5,
  "symbols": ["O", "O", "C", "C", "H", "H", "H", "H", "H", "C", "C", "H", "H", "H", "H", "H", "C", "C", "C", "H", "H", "H", "H", "H", "C", "H", "H", "H", "H", "H", "H", "Co", "C", "Si", "H", "H", "C", "C", "C", "C", "Si", "H", "H", "C", "C", "C", "H", "H", "H", "H", "H", "H", "H", "H", "H", "H", "H", "H", "H", "H", "H", "H", "H", "H", "C", "C", "C", "C", "C", "C", "N", "N", "C", "C", "C", "C", "C", "C", "H", "H", "H", "H", "H", "H", "H", "H", "H"],
  "xyz": [[0.163, -0.508, -4.293], [0.888, 1.740, -6.298], [0.757, -1.734, -4.796], [-0.052, -2.981, -4.530], [1.740, -1.797, -4.315], [0.920, -1.611, -5.879], [-0.292, -3.094, -3.473], [0.552, -3.840, -4.828], [-0.969, -2.994, -5.122], [-1.132, -0.266, -4.874], [-1.248, -0.549, -6.351], [-1.339, 0.791, -4.664], [-1.874, -0.868, -4.317], [-0.491, 0.001, -6.917], [-2.232, -0.217, -6.694], [-1.173, -1.617, -6.568], [0.503, 2.905, -5.589], [2.255, 1.417, -6.100], [-0.839, 3.381, -6.095], [1.247, 3.708, -5.729], [0.452, 2.672, -4.512], [-0.759, 3.716, -7.133], [-1.158, 4.228, -5.490], [-1.599, 2.596, -6.038], [2.693, 0.467, -7.193], [2.380, 0.950, -5.106], [2.879, 2.330, -6.126], [2.094, -0.450, -7.193], [3.743, 0.203, -7.041], [2.595, 0.942, -8.175], [-1.104, -2.150, 0.261], [-0.232, -0.605, 0.139], [0.213, -1.805, -1.355], [1.755, -0.632, -1.313], [0.404, -2.881, -1.215], [-0.477, -1.648, -2.204], [3.096, -1.545, -2.273], [2.719, -0.104, 0.257], [1.491, 1.071, -2.120], [-2.211, -1.871, 0.302], [-2.915, -0.154, -0.079], [-2.570, -2.169, 1.297], [-2.690, -2.522, -0.440], [-4.470, -0.387, -1.133], [-1.831, 1.054, -1.050], [-3.518, 0.657, 1.504], [1.104, 0.957, -3.138], [2.467, 1.578, -2.162], [0.805, 1.728, -1.568], [2.847, -2.603, -2.424], [4.037, -1.490, -1.703], [3.274, -1.076, -3.252], [2.853, -0.916, 0.983], [2.265, 0.746, 0.783], [3.719, 0.203, -0.083], [-2.520, 1.453, -1.809], [-0.983, 0.637, -1.618], [-1.486, 1.904, -0.448], [-4.613, 0.740, 1.440], [-3.100, 1.662, 1.645], [-3.266, 0.053, 2.385], [-5.272, 0.247, -0.729], [-4.804, -1.432, -1.105], [-4.293, -0.102, -2.179], [-1.173, 4.051, 3.185], [-0.618, 3.878, 1.912], [-0.147, 2.627, 1.511], [-0.299, 1.523, 2.384], [-0.719, 1.731, 3.712], [-1.206, 2.982, 4.094], [-0.145, 0.193, 1.941], [-0.079, -0.630, 2.986], [0.532, -1.827, 2.666], [0.923, -2.715, 3.710], [1.637, -3.865, 3.382], [1.951, -4.126, 2.043], [1.542, -3.232, 1.021], [0.795, -2.108, 1.326], [-1.570, 5.025, 3.484], [-0.557, 4.720, 1.219], [0.342, 2.474, 0.547], [-0.702, 0.885, 4.402], [-1.606, 3.102, 5.104], [0.656, -2.430, 4.721], [1.948, -4.552, 4.168], [2.514, -5.018, 1.768], [1.832, -3.452, -0.009]]
}